(1)
A 2-piece molecular cluster, C3H10NS3 overall in a non-equilibrium geometry, computed with wB97M-V/def2-TZVPD.

Properties
E_HOMO ... -12.682 eV
Total charge ... +1
Orbital gap ... 0.2776 Eh
Multiplicity ... 1

Geometry as XYZ:
```
17
Properties=species:S:1:pos:R:3:nbo_charge:R:1
C -1.065 1.323 0.597 -0.73
C 0.902 -0.020 -1.538 -0.46
C -0.987 -0.100 0.922 -0.06
N 1.140 -0.429 -0.164 -0.67
S -1.937 -1.250 0.134 0.29
S 2.258 0.633 0.635 0.25
S 1.541 -2.145 0.008 0.23
H -1.517 1.503 -0.374 0.24
H -0.072 1.783 0.647 0.28
H -1.653 1.841 1.358 0.29
H 0.795 1.064 -1.569 0.23
H 1.721 -0.300 -2.204 0.23
H -0.019 -0.484 -1.894 0.22
H -0.518 -0.384 1.854 0.24
H -1.668 -2.289 0.948 0.17
H 2.360 -0.117 1.739 0.13
H 0.632 -2.553 -0.888 0.12
```

***

(2)
A 2-piece molecular cluster, C3H10O2 overall in a non-equilibrium geometry, computed with wB97M-V/def2-TZVPD.

Properties
E_HOMO ... -9.742 eV
Total charge ... 0
Orbital gap ... 0.3899 Eh
Multiplicity ... 1
SMILES ... CCOC.O

Geometry as XYZ:
```
15
Properties=species:S:1:pos:R:3:nbo_charge:R:1
C -2.154 1.569 -2.757 -0.63
C -0.990 0.849 -1.932 -0.07
O -1.235 0.474 -0.577 -0.53
C 0.000 0.000 0.000 -0.26
H -3.121 1.178 -2.400 0.23
H -2.085 1.398 -3.845 0.22
H -2.122 2.656 -2.569 0.19
H -0.048 1.421 -2.046 0.16
H -0.884 -0.091 -2.507 0.16
H -0.256 0.008 1.073 0.20
H 0.841 0.694 -0.166 0.17
H 0.323 -1.017 -0.277 0.17
O -2.363 3.274 -0.038 -0.93
H -2.192 4.094 0.479 0.47
H -1.673 3.275 -0.739 0.46
```

***

(3)
A 2-piece molecular cluster, C3H10O2 overall in a non-equilibrium geometry, computed with wB97M-V/def2-TZVPD.

Properties
E_HOMO ... -9.597 eV
Total charge ... 0
Orbital gap ... 0.3772 Eh
Multiplicity ... 1
SMILES ... CCO.CO

Geometry as XYZ:
```
15
Properties=species:S:1:pos:R:3:nbo_charge:R:1
C 1.495 0.188 -0.872 -0.66
C 0.550 1.136 -1.537 -0.06
O -0.759 1.021 -0.998 -0.75
H 1.461 0.267 0.220 0.24
H 2.403 0.109 -1.474 0.22
H 1.135 -0.878 -0.976 0.20
H 0.758 2.232 -1.331 0.17
H 0.373 1.022 -2.606 0.17
H -0.855 0.145 -0.603 0.47
C -0.984 -0.765 2.179 -0.26
O -0.260 -1.249 1.020 -0.76
H -0.350 -0.243 2.877 0.20
H -1.073 -1.661 2.841 0.17
H -1.930 -0.380 1.852 0.19
H -0.450 -2.187 0.865 0.48
```

***

(4)
C3H10O2P2 as an isolated structure in a non-equilibrium geometry, computed with wB97M-V/def2-TZVPD.

Properties
E_HOMO ... -7.704 eV
Total charge ... 0
Orbital gap ... 0.2934 Eh
Multiplicity ... 1

Geometry as XYZ:
```
17
Properties=species:S:1:pos:R:3:nbo_charge:R:1
C 0.808 -1.887 0.855 -0.25
C -1.016 1.723 1.281 -0.28
C 0.688 0.247 -1.756 -0.75
O -0.428 -1.797 0.228 -0.83
O -0.587 0.409 1.222 -0.82
P -3.059 -0.130 -0.291 -0.37
P -1.033 -0.358 -0.111 1.54
H 1.589 -1.473 0.302 0.18
H 0.998 -3.034 0.980 0.20
H 0.881 -1.421 1.843 0.19
H -0.396 2.365 0.637 0.17
H -0.799 2.284 2.173 0.20
H -2.011 1.861 0.936 0.21
H 1.478 0.541 -1.091 0.21
H 0.653 -0.572 -2.448 0.22
H 0.202 1.006 -2.239 0.20
H -3.045 -0.771 -1.506 0.00
```

***

(5)
A 2-piece molecular cluster, C3H10O2S overall in a non-equilibrium geometry, computed with wB97M-V/def2-TZVPD.

Properties
E_HOMO ... -9.343 eV
Total charge ... 0
Orbital gap ... 0.3620 Eh
Multiplicity ... 1
SMILES ... OCCCS.O

Geometry as XYZ:
```
16
Properties=species:S:1:pos:R:3:nbo_charge:R:1
O -0.745 1.552 1.600 -0.70
C -1.865 1.076 0.850 -0.06
C -1.793 -0.350 0.264 -0.44
C -0.666 -1.445 0.710 -0.46
S -0.712 -2.841 -0.634 -0.08
H 0.075 1.398 1.020 0.46
H -2.109 1.753 0.000 0.17
H -2.717 1.097 1.520 0.18
H -1.527 -0.304 -0.777 0.20
H -2.725 -0.814 0.193 0.21
H 0.257 -0.834 0.764 0.20
H -0.887 -1.859 1.705 0.21
H 0.464 -3.384 -0.345 0.13
O 4.691 1.879 -2.300 -0.93
H 4.747 1.134 -1.773 0.46
H 5.512 1.942 -2.797 0.47
```

***

(6)
A 3-piece molecular cluster, C3H10O3 overall, computed with wB97M-V/def2-TZVPD.

Properties
E_HOMO ... -9.134 eV
Total charge ... 0
Orbital gap ... 0.3639 Eh
Multiplicity ... 1
SMILES ... C=C(C)O.O.O

Geometry as XYZ:
```
16
Properties=species:S:1:pos:R:3:nbo_charge:R:1
C -0.288 0.880 0.990 -0.50
C -1.248 1.556 1.631 0.32
C -2.047 2.776 1.286 -0.67
O -1.670 1.024 2.869 -0.72
H 0.181 1.064 0.037 0.21
H -0.024 -0.035 1.505 0.21
H -1.825 3.019 0.249 0.22
H -1.902 3.627 1.955 0.23
H -3.077 2.501 1.532 0.23
H -0.888 1.018 3.409 0.48
O 0.974 -3.909 -0.118 -0.93
H 1.618 -4.344 -0.678 0.47
H 0.864 -4.531 0.605 0.47
O 2.813 -1.791 -5.245 -0.92
H 3.764 -1.914 -5.203 0.46
H 2.756 -0.939 -4.826 0.46
```

***

(7)
A 2-piece molecular cluster, C3H10O3 overall in a non-equilibrium geometry, computed with wB97M-V/def2-TZVPD.

Properties
E_HOMO ... -10.074 eV
Total charge ... 0
Orbital gap ... 0.3954 Eh
Multiplicity ... 1
SMILES ... OCCCO.O

Geometry as XYZ:
```
16
Properties=species:S:1:pos:R:3:nbo_charge:R:1
O -1.868 0.997 -0.335 -0.79
C -1.430 -0.327 -0.597 -0.05
C 0.005 -0.431 -0.017 -0.46
C 1.037 -1.104 -0.995 -0.06
O 1.860 -2.036 -0.306 -0.71
H -1.862 1.777 -0.888 0.50
H -2.148 -1.030 -0.148 0.19
H -1.331 -0.463 -1.684 0.16
H 0.427 0.572 0.062 0.22
H 0.031 -0.981 0.922 0.20
H 0.560 -1.542 -1.885 0.15
H 1.641 -0.277 -1.397 0.18
H 1.289 -2.709 0.078 0.46
O 0.878 2.762 2.506 -0.94
H 0.107 2.965 1.954 0.47
H 0.805 1.827 2.729 0.47
```

***

(8)
A 3-piece molecular cluster, C3H10O3S overall in a non-equilibrium geometry, computed with wB97M-V/def2-TZVPD.

Properties
E_HOMO ... -9.488 eV
Total charge ... 0
Orbital gap ... 0.3708 Eh
Multiplicity ... 1
SMILES ... O=CCCS.O.O

Geometry as XYZ:
```
17
Properties=species:S:1:pos:R:3:nbo_charge:R:1
O 2.220 0.439 1.396 -0.54
C 1.777 1.294 0.668 0.46
C 0.466 1.194 -0.101 -0.53
C 0.064 -0.265 -0.393 -0.52
S -1.738 -0.351 -0.639 -0.04
H 2.263 2.272 0.571 0.11
H -0.280 1.701 0.520 0.25
H 0.638 1.755 -1.021 0.23
H 0.350 -0.852 0.477 0.24
H 0.623 -0.599 -1.250 0.23
H -1.872 -1.499 0.029 0.12
O 3.527 -1.290 -1.049 -0.95
H 3.048 -0.921 -0.295 0.47
H 4.385 -1.530 -0.689 0.47
O -5.404 -0.297 0.313 -0.93
H -4.590 -0.797 0.191 0.46
H -5.477 -0.252 1.271 0.47
```

***

(9)
A 3-piece molecular cluster, C3H10O4 overall in a non-equilibrium geometry, computed with wB97M-V/def2-TZVPD.

Properties
E_HOMO ... -10.082 eV
Total charge ... 0
Orbital gap ... 0.3803 Eh
Multiplicity ... 1
SMILES ... O=CCCO.O.O

Geometry as XYZ:
```
17
Properties=species:S:1:pos:R:3:nbo_charge:R:1
O 1.605 0.922 2.894 -0.51
C 1.336 0.038 2.119 0.45
C 1.038 0.335 0.686 -0.55
C 0.779 -0.882 -0.174 -0.06
O 0.464 -0.520 -1.515 -0.73
H 1.310 -1.030 2.401 0.11
H 1.919 0.902 0.370 0.24
H 0.163 0.994 0.686 0.24
H -0.078 -1.471 0.133 0.19
H 1.664 -1.520 -0.085 0.16
H 0.741 0.374 -1.694 0.47
O -1.851 1.276 -3.501 -0.94
H -1.456 0.414 -3.403 0.48
H -2.373 1.450 -2.742 0.47
O -2.222 -1.146 0.691 -0.95
H -3.096 -0.747 0.847 0.48
H -1.913 -0.848 -0.166 0.47
```

***

(10)
One molecule with the formula C3H10OP2 in a non-equilibrium geometry, computed with wB97M-V/def2-TZVPD.

Properties
E_HOMO ... -8.123 eV
Total charge ... 0
Orbital gap ... 0.3342 Eh
Multiplicity ... 1
SMILES ... CO[PH]#P(C)C

Geometry as XYZ:
```
16
Properties=species:S:1:pos:R:3:nbo_charge:R:1
C -1.163 -1.278 2.598 -0.25
O -0.949 -0.619 1.353 -0.84
P 0.347 0.304 1.063 0.61
P -0.371 0.696 -0.965 0.47
C 0.158 -0.964 -1.858 -0.86
C 0.985 1.854 -1.539 -0.93
H -0.118 -1.332 3.068 0.17
H -1.625 -2.289 2.462 0.20
H -1.780 -0.716 3.335 0.18
H -0.248 1.510 1.466 -0.08
H -0.271 -1.692 -1.285 0.22
H 1.266 -0.936 -2.104 0.22
H -0.222 -0.993 -2.804 0.22
H 0.680 2.735 -1.958 0.23
H 1.731 1.507 -2.154 0.22
H 1.580 2.212 -0.678 0.22
```

***

(11)
A 2-piece molecular cluster, C3H10OS overall in a non-equilibrium geometry, computed with wB97M-V/def2-TZVPD.

Properties
E_HOMO ... -9.013 eV
Total charge ... 0
Orbital gap ... 0.3577 Eh
Multiplicity ... 1
SMILES ... CCS.CO

Geometry as XYZ:
```
15
Properties=species:S:1:pos:R:3:nbo_charge:R:1
C 2.250 -0.388 1.149 -0.62
C 0.985 0.318 0.772 -0.50
S -0.047 0.644 2.268 -0.06
H 2.084 -1.246 1.809 0.21
H 2.967 0.215 1.709 0.22
H 2.798 -0.776 0.286 0.21
H 1.192 1.237 0.225 0.22
H 0.333 -0.273 0.131 0.21
H -0.352 1.922 2.092 0.12
C -2.026 -0.588 -1.905 -0.24
O -2.481 0.418 -1.047 -0.72
H -0.948 -0.676 -2.037 0.16
H -2.375 -1.535 -1.508 0.18
H -2.471 -0.462 -2.894 0.16
H -1.907 1.191 -1.048 0.47
```

***

(12)
A 2-piece molecular cluster, C3H10OS2 overall in a non-equilibrium geometry, computed with wB97M-V/def2-TZVPD.

Properties
E_HOMO ... -8.945 eV
Total charge ... 0
Orbital gap ... 0.3359 Eh
Multiplicity ... 1
SMILES ... CCO.CSS

Geometry as XYZ:
```
16
Properties=species:S:1:pos:R:3:nbo_charge:R:1
C -2.393 -0.824 -2.194 -0.66
C -2.481 -0.082 -0.852 -0.09
O -3.098 -0.711 0.273 -0.69
H -3.225 -1.562 -2.254 0.21
H -2.569 -0.056 -3.076 0.23
H -1.455 -1.431 -2.311 0.21
H -3.152 0.802 -0.956 0.17
H -1.481 0.291 -0.602 0.17
H -2.594 -1.582 0.149 0.45
C 1.505 1.973 1.644 -0.66
S 1.566 0.965 0.013 0.03
S 1.823 -1.096 0.507 -0.15
H 2.439 1.950 2.069 0.21
H 0.789 1.445 2.206 0.22
H 1.277 2.993 1.428 0.23
H 0.757 -1.455 1.261 0.13
```

***

(13)
One molecule with the formula C3H10OSSi in a non-equilibrium geometry, computed with wB97M-V/def2-TZVPD.

Properties
E_HOMO ... -8.969 eV
Total charge ... 0
Orbital gap ... 0.3099 Eh
Multiplicity ... 1
SMILES ... CCCSO[SiH3]

Geometry as XYZ:
```
16
Properties=species:S:1:pos:R:3:nbo_charge:R:1
C -0.629 1.288 -1.631 -0.61
C -1.066 0.755 -0.250 -0.43
C -1.559 -0.646 -0.118 -0.56
S -1.591 -1.145 1.611 0.57
O 0.309 -1.499 1.632 -1.14
Si 1.989 -1.658 1.951 1.23
H 0.318 0.573 -1.962 0.19
H -1.402 1.142 -2.413 0.20
H -0.125 2.229 -1.778 0.23
H -1.718 1.426 0.244 0.20
H -0.140 0.711 0.327 0.22
H -0.844 -1.362 -0.502 0.25
H -2.393 -0.924 -0.627 0.23
H 2.265 -0.785 3.298 -0.18
H 2.438 -3.054 2.110 -0.20
H 2.307 -1.187 0.614 -0.19
```

***

(14)
A 2-piece molecular cluster, C3H10OSi2 overall in a non-equilibrium geometry, computed with wB97M-V/def2-TZVPD.

Properties
E_HOMO ... -7.732 eV
Total charge ... 0
Orbital gap ... 0.2663 Eh
Multiplicity ... 1

Geometry as XYZ:
```
16
Properties=species:S:1:pos:R:3:nbo_charge:R:1
C 1.459 -0.985 2.686 -0.35
C 1.008 -0.606 1.489 -0.80
C -0.422 -2.493 -0.585 -1.11
O -1.014 1.937 -0.248 -1.12
Si -0.702 2.672 -1.635 1.20
Si -0.616 -0.897 0.668 0.97
H 2.471 -0.770 3.145 0.20
H 0.841 -1.626 3.381 0.18
H 1.456 0.322 1.123 0.24
H 0.412 -2.159 -1.080 0.22
H -0.364 -3.454 -0.133 0.24
H -1.156 -2.630 -1.303 0.22
H -1.728 1.357 -0.057 0.52
H -0.451 4.129 -1.144 -0.19
H 0.620 2.421 -2.303 -0.22
H -1.799 2.237 -2.676 -0.19
```

***

(15)
A 2-piece molecular cluster, C3H10P2 overall, computed with wB97M-V/def2-TZVPD.

Properties
E_HOMO (alpha / beta) ... -6.944 / -8.494 eV
Total charge ... 0
Orbital gap (alpha / beta) ... 0.2151 / 0.3353 Eh
Multiplicity ... 1

Geometry as XYZ:
```
15
Properties=species:S:1:pos:R:3:nbo_charge:R:1
C 0.053 -0.589 -1.984 -0.67
C -1.668 1.067 -1.097 -0.67
C -0.585 0.092 -0.823 -0.22
P 0.262 -0.014 0.753 0.33
P 2.470 -0.832 3.392 0.09
H 0.340 0.117 -2.767 0.21
H -0.652 -1.291 -2.436 0.22
H 0.935 -1.150 -1.675 0.21
H -1.398 1.775 -1.883 0.21
H -2.546 0.526 -1.460 0.22
H -1.951 1.616 -0.202 0.22
H -0.862 0.109 1.571 -0.02
H 0.332 -1.401 0.812 -0.02
H 1.747 -0.099 4.327 -0.06
H 3.523 0.074 3.470 -0.05
```

***

Computed calculated total energy, in the same sequence as the records: -37259.8257, -7366.9335, -7366.5872, -25942.9816, -18202.0551, -9414.4380, -9414.2536, -20250.2655, -11462.1920, -23896.7082, -16155.1007, -26989.7910, -24030.9249, -21072.5658, -21846.9027 eV.